Entry 1:
ORCA calculation (wB97M-V/def2-TZVPD) on C4H9NO as an isolated structure at a distorted geometry.

Each line ends with the natural charge from an NBO analysis.
Atoms and positions in Å:
C -0.1070 0.1628 -0.4702  0.0348
C 1.6241 0.6118 0.9962  -0.1803
C -1.3621 0.8985 -0.0984  -0.6511
C -0.2558 -1.2478 -0.9500  -0.6646
N 0.6340 -0.2153 1.2647  0.0517
O 0.8186 -1.3895 1.6452  -0.5197
H 0.5428 0.7458 -1.1199  0.2012
H 2.6497 0.3219 1.2192  0.1839
H 1.4003 1.6509 0.8156  0.1835
H 0.7138 -1.7276 -1.0760  0.2350
H -1.1433 1.8643 0.3565  0.2199
H -1.9470 1.0877 -1.0058  0.2159
H -1.9614 0.3109 0.5934  0.2271
H -0.8418 -1.8430 -0.2507  0.2388
H -0.7650 -1.2313 -1.9199  0.2240

Properties
- ΔE to the lowest compared entry with this formula, charge and spin (kJ/mol) = 500.96
- HOMO energy (spin up / spin down) (Eh) = -0.2992 / -0.2993
- HOMO-LUMO gap (spin up / spin down) (eV) = 8.43 / 8.43
- LUMO energy (spin up / spin down) (eV) = 0.29 / 0.29

=====

Entry 2:
ORCA calculation (wB97M-V/def2-TZVPD) on C20H40CdF6O10 as an isolated structure at a distorted geometry.

Each line ends with the Löwdin charge.
Atoms and positions in Å:
Cd -0.4590 -0.4467 0.0154  1.4913
C -2.9648 -0.4230 2.3314  -0.4983
O -3.1932 -1.8101 2.5090  -0.0936
O -1.9468 -0.2240 1.5413  -0.2222
C -4.2645 0.2632 1.8332  -0.5469
F -5.0460 0.6023 2.8938  0.1063
F -4.0246 1.4455 1.2407  0.1308
F -5.0071 -0.4686 1.0001  0.1458
C -4.1470 -2.2008 3.4952  -0.2695
C -3.9167 -3.6769 3.7513  -0.0723
H -2.8926 -3.8216 4.1026  0.0751
H -4.5455 -4.0399 4.5644  0.0741
H -4.0443 -4.2201 2.8168  0.0731
H -5.1487 -1.9789 3.1089  0.1137
H -4.0772 -1.6352 4.4344  0.1225
H -2.7509 0.0996 3.2900  0.1571
C 1.4983 -0.7978 -2.8560  -0.4826
O 2.8451 -0.3580 -2.6627  -0.0854
O 0.7639 -0.6904 -1.7485  -0.2423
C 0.8904 -0.3176 -4.1713  -0.5573
F 1.7324 -0.6547 -5.1814  0.1191
F -0.2690 -0.9191 -4.4450  0.1481
F 0.7153 1.0154 -4.2981  0.1205
C 3.1810 1.0313 -2.9026  -0.2405
C 3.8301 1.2841 -4.2336  -0.0746
H 4.3653 0.4615 -4.7059  0.0838
H 3.0969 1.4798 -5.0300  0.0630
H 4.4203 2.2015 -4.1836  0.0773
H 3.9596 1.1434 -2.1425  0.0812
H 2.3334 1.6665 -2.6532  0.1173
H 1.6224 -1.8828 -3.0512  0.1511
C 5.4256 2.0304 -0.0154  -0.0960
O 4.3261 2.9075 -0.1794  -0.1845
C 3.1604 2.3681 0.3712  -0.2235
C 2.0234 3.3225 0.0396  -0.1821
O 0.8241 2.6040 -0.0488  -0.1565
C -0.3144 3.4250 -0.1577  -0.1958
C -1.5431 2.5354 0.0145  -0.2132
O -1.4553 1.4052 -0.8262  -0.2754
C -1.7017 1.7816 -2.1764  -0.0687
H 5.5581 1.7466 1.0282  0.0895
H 6.2913 2.5536 -0.4210  0.0926
H 5.2956 1.1682 -0.6826  0.0796
H 3.2169 2.2008 1.4533  0.1106
H 2.9415 1.4030 -0.1105  0.1224
H 2.2649 3.7626 -0.9346  0.1351
H 1.9757 4.1072 0.8045  0.1318
H -0.3898 3.9362 -1.1294  0.1286
H -0.3157 4.2004 0.6211  0.1325
H -2.4314 3.1520 -0.1452  0.1298
H -1.5672 2.2308 1.0602  0.1048
H -1.9927 0.8627 -2.6999  0.0880
H -0.8246 2.1369 -2.6969  0.0841
H -2.5971 2.3996 -2.2590  0.1037
C 0.9348 1.0858 2.8161  -0.1023
O 0.9007 0.0757 1.8512  -0.2775
C 1.5406 -1.1198 2.3338  -0.1582
C 1.6651 -2.2203 1.2923  -0.1399
O 0.3631 -2.3373 0.7138  -0.2589
C -0.0870 -3.5410 0.1254  -0.1555
C -1.5930 -3.4269 -0.1339  -0.1763
O -1.8383 -2.1916 -0.7697  -0.2653
C -3.1677 -1.9820 -1.1666  -0.0789
H 1.9551 1.4351 3.0094  0.0850
H 0.4599 0.7808 3.7535  0.1033
H 0.3849 1.9369 2.4212  0.0860
H 0.9305 -1.4947 3.1613  0.1375
H 2.5388 -0.8136 2.6640  0.1333
H 2.0114 -3.1586 1.7280  0.1347
H 2.3388 -1.9559 0.4661  0.1348
H 0.0698 -4.4285 0.7438  0.1352
H 0.4229 -3.6292 -0.8411  0.1357
H -2.1288 -3.4290 0.8216  0.1209
H -1.8378 -4.2951 -0.7547  0.1365
H -3.2329 -0.9638 -1.5505  0.0872
H -3.8467 -2.0276 -0.3120  0.0821
H -3.5111 -2.6680 -1.9457  0.0977

Properties
- HOMO energy (Eh) = -0.3063
- HOMO-LUMO gap (eV) = 8.86
- LUMO energy (eV) = 0.52

=====

E_tot readings, ordered: -287.641647 -2305.267332 hartree